The following is a quantum chemistry calculation of C49H39N5OP2PdSSe as an isolated structure, from OMol25.

The HOMO energy is -13.27 eV. For the HOMO-LUMO gap, the calculation gives 8.150 eV. As for the energy: -159173.1513 eV. The value obtained for the max |F| is 1.2 eV Å⁻¹. Its total charge is +2. The calculation puts the lowest unoccupied orbital energy at -5.12 eV. The relative energy (zero: lowest compared OMol25 entry of this formula, charge and spin) comes out at 53.9 kJ/mol.

XYZ file:
```
99
Properties=species:S:1:pos:R:3:forces:R:3
Pd 0.197537 0.231079 0.567534 -0.20 -0.06 -0.08
C 3.381895 2.961075 -0.458704 -0.01 -0.14 0.00
N 2.364820 2.026059 0.036099 0.40 0.23 -0.07
P 2.434310 0.359080 0.339028 -0.03 0.24 0.91
C 3.074692 0.142420 2.007165 0.33 -0.02 0.01
C 2.681818 -0.965875 2.754215 -0.04 -0.04 0.06
C 3.164890 -1.135467 4.045397 -0.02 -0.02 -0.03
C 4.027577 -0.199350 4.596362 0.02 0.03 0.00
C 4.419129 0.910874 3.856342 -0.01 -0.04 0.01
C 3.952897 1.076317 2.561327 -0.05 0.02 0.03
C 3.614081 -0.330404 -0.798098 -0.14 -0.20 -0.32
C 4.734413 -1.030301 -0.358487 0.06 -0.03 -0.06
C 5.643271 -1.511968 -1.292798 -0.04 0.00 0.05
C 5.428534 -1.302420 -2.646116 0.02 -0.01 -0.05
C 4.300439 -0.616668 -3.088014 0.02 -0.03 0.07
C 3.388316 -0.137894 -2.165843 0.05 -0.01 -0.02
P 0.714419 2.207879 -0.120544 -0.09 0.12 -0.57
C 0.356498 2.517992 -1.848929 -0.09 0.42 -0.12
C 0.397857 3.828314 -2.336258 -0.01 -0.03 -0.02
C 0.230663 4.075687 -3.690472 0.00 -0.02 -0.01
C 0.018545 3.021038 -4.567656 0.01 0.02 0.01
C -0.015029 1.715743 -4.093713 -0.01 -0.03 0.02
C 0.153310 1.463127 -2.740904 0.04 0.03 -0.02
C 0.149663 3.560855 0.876722 0.00 0.23 0.09
C 0.882865 3.901570 2.014226 -0.02 0.06 -0.02
C 0.422020 4.904842 2.851612 -0.02 -0.02 -0.02
C -0.773449 5.551656 2.564272 -0.01 0.03 0.03
C -1.516249 5.198764 1.444697 0.02 -0.05 0.01
C -1.058395 4.201677 0.597767 -0.02 -0.01 0.05
H 4.365678 2.667579 -0.099799 0.01 -0.02 -0.02
H 3.163220 3.962790 -0.089023 -0.01 0.00 0.01
H 3.397742 2.972507 -1.549565 0.02 0.04 -0.01
H 1.976148 -1.680916 2.347787 0.01 0.00 -0.04
H 2.860553 -1.998166 4.623484 0.00 0.01 -0.01
H 4.397700 -0.332443 5.604557 0.00 0.00 -0.01
H 5.094282 1.639077 4.286445 -0.01 0.00 -0.02
H 4.267580 1.941622 1.991643 0.00 -0.01 0.01
H 4.906322 -1.194667 0.697643 -0.02 0.03 -0.01
H 6.520443 -2.050127 -0.959104 -0.01 0.01 -0.01
H 6.144759 -1.676551 -3.366165 -0.01 0.00 0.01
H 4.138036 -0.461099 -4.146187 0.00 0.00 0.01
H 2.504987 0.393178 -2.505644 0.07 0.00 0.03
H 0.562573 4.660696 -1.662620 -0.01 -0.02 0.02
H 0.267978 5.091739 -4.059978 -0.01 -0.01 0.00
H -0.118406 3.217742 -5.622901 0.01 -0.01 0.01
H -0.173873 0.893285 -4.779224 0.00 0.01 0.00
H 0.145243 0.441221 -2.378506 -0.04 -0.03 0.06
H 1.807006 3.382689 2.243737 0.00 0.01 -0.03
H 0.993172 5.183707 3.727239 0.00 0.00 -0.01
H -1.128726 6.338224 3.217423 0.00 -0.01 -0.01
H -2.449079 5.702704 1.229839 0.01 0.00 0.00
H -1.641473 3.928030 -0.273781 0.03 0.00 -0.02
Se -6.495839 0.232598 4.648737 0.22 0.00 -0.13
N -6.083595 0.313919 2.906129 -0.11 0.02 0.41
C -4.791265 0.463898 2.840201 0.24 0.01 -0.35
C -4.065472 0.557747 1.565543 -0.24 0.01 0.25
C -4.728754 0.565063 0.341744 -0.05 0.00 -0.06
C -3.988102 0.624921 -0.817049 0.00 0.04 -0.02
C -2.604339 0.647627 -0.719189 0.04 -0.04 0.04
N -1.955237 0.648504 0.444702 -0.32 -0.25 0.13
C -2.675852 0.628296 1.584997 0.25 0.07 0.25
C -1.945431 0.721842 2.876928 -0.11 0.01 -0.65
N -0.626241 0.895631 2.786017 0.26 -0.08 0.49
C 0.071290 1.033933 3.906644 -0.13 0.00 -0.04
C -0.516300 0.999393 5.168549 0.00 0.01 0.04
C -1.879362 0.817191 5.263193 0.02 -0.02 0.02
C -2.621462 0.677892 4.090922 -0.30 0.00 0.11
C -4.079221 0.510338 4.086743 0.42 0.03 -0.01
N -4.790805 0.401400 5.172020 -0.41 0.00 -0.12
H -5.810475 0.520000 0.324756 0.02 0.00 0.01
H -4.455973 0.638204 -1.791330 0.00 -0.01 0.01
H -1.994354 0.662120 -1.610633 0.02 0.00 -0.03
H 1.140539 1.179466 3.802553 0.02 -0.02 -0.03
H 0.097557 1.117183 6.050951 -0.02 0.00 0.00
H -2.386975 0.784558 6.218651 0.01 0.00 -0.01
O -0.124104 -1.816473 1.143937 -0.05 -0.55 -1.01
S -0.182798 -2.521134 -0.250456 0.13 0.43 0.54
C 0.256148 -4.202324 0.018945 -0.03 -0.15 0.21
C -0.087472 -4.857595 1.196920 0.04 -0.02 -0.08
C 0.261987 -6.189318 1.330710 0.00 -0.02 -0.01
C 0.931395 -6.844177 0.299624 0.00 0.00 0.02
C 1.272394 -6.172454 -0.864003 0.01 0.03 -0.02
C 0.942949 -4.830801 -1.008796 0.02 -0.08 0.05
C -1.910837 -2.654407 -0.630551 -0.03 -0.06 0.09
C -2.254155 -2.791943 -1.967086 -0.11 0.00 0.00
C -3.594522 -2.940294 -2.299443 0.02 0.02 0.01
C -4.558747 -2.935621 -1.300911 0.00 -0.01 0.01
C -4.194820 -2.779237 0.032576 -0.01 -0.02 0.00
C -2.860376 -2.638721 0.381046 -0.05 -0.01 -0.06
H -0.602726 -4.330936 1.990083 -0.01 0.00 -0.02
H 0.009290 -6.725236 2.235708 0.00 0.01 0.00
H 1.195877 -7.887119 0.412116 -0.01 0.00 0.00
H 1.803288 -6.685782 -1.654274 -0.01 0.00 0.01
H 1.218113 -4.286481 -1.904473 -0.01 0.00 0.01
H -1.492063 -2.793615 -2.738195 0.01 0.00 0.02
H -3.883000 -3.059407 -3.335355 0.00 0.00 0.01
H -5.602164 -3.054657 -1.562474 0.01 0.00 0.01
H -4.956291 -2.773114 0.802698 0.01 0.00 -0.01
H -2.557600 -2.508999 1.412848 0.02 -0.02 -0.01
```
Positions in Å, forces in eV/Å.